1.
5 unconnected molecules or ions with the total composition C32H36F32O9 in a non-equilibrium geometry, computed with ωB97M-V/def2-TZVPD.

* highest occupied orbital energy: -0.343 hartree
* spin multiplicity: 1
* SMILES string: C#CC(=O)O[C@@H](C)COCCOCCOCC.FC(F)C(F)(F)COC(F)(F)C(F)F.FC(F)C(F)(F)COC(F)(F)C(F)F.FC(F)C(F)(F)COC(F)(F)C(F)F.FC(F)C(F)(F)COC(F)(F)C(F)F
* LUMO: -0.1 eV

Positions of all 109 atoms, in Å:
F  -1.79  -2.13  6.30
F  -6.96  6.50  4.99
H  -4.06  2.10  -5.07
H  7.35  -6.10  -3.59
F  -6.84  5.38  2.33
H  -0.57  2.07  0.81
F  -0.59  5.93  -6.75
C  9.46  -4.60  -4.84
C  7.65  -3.49  -7.64
F  -2.11  3.68  -2.90
C  7.14  -2.62  -0.61
C  5.47  -4.34  1.04
H  10.39  -4.30  -4.34
H  -1.55  1.46  -5.27
H  -4.99  0.44  6.39
H  8.11  -2.59  -8.03
C  -6.88  6.70  2.61
C  -3.48  -1.26  7.75
C  -1.45  0.08  -0.56
H  3.02  -2.88  -1.45
O  -3.20  0.10  7.46
H  0.30  -0.72  2.13
C  -1.27  2.05  -4.39
C  -3.32  0.46  4.95
C  8.72  -4.48  -7.15
H  -7.72  8.08  4.07
H  1.27  1.62  0.70
F  -1.97  0.31  5.07
C  0.19  0.42  2.28
H  -4.27  3.57  3.39
C  -4.54  4.31  4.15
F  -8.85  6.45  3.93
H  -4.68  5.53  1.73
F  -3.78  -1.88  4.73
H  0.20  -2.28  -0.75
F  -3.40  3.93  -5.44
C  -0.44  5.24  -5.60
F  -3.50  1.62  4.26
C  3.17  -3.91  0.64
H  -1.49  -0.17  -1.70
F  6.81  -3.14  -6.64
O  4.29  -4.85  0.35
O  -0.03  0.24  -0.24
H  -5.00  -0.51  3.97
F  6.15  -4.61  -3.04
H  -0.85  0.60  2.74
F  -2.91  1.67  -2.76
F  -4.03  3.87  5.34
H  -2.06  1.06  -0.42
H  -3.66  6.88  2.09
H  -3.25  -0.85  0.41
C  -1.57  -3.51  -0.14
F  6.49  -5.14  -5.11
C  7.09  -5.08  -3.90
C  -3.99  5.69  3.81
F  6.89  -4.05  -8.61
C  -3.92  0.68  6.36
H  3.22  -3.51  1.73
H  0.26  -2.95  1.05
F  0.78  3.48  -6.59
F  -1.37  3.26  -6.60
O  -5.57  7.23  2.58
H  -0.81  1.33  -3.71
F  -2.56  -3.46  7.83
C  -2.15  -1.19  0.20
H  7.53  -1.99  -1.50
C  0.19  1.20  0.83
F  7.97  -2.88  -4.17
C  3.30  -2.64  -0.34
C  -7.61  7.00  3.92
C  8.31  -4.17  -3.90
C  -4.50  6.29  2.49
O  9.52  -3.94  -6.11
H  -2.02  -3.79  0.89
F  -1.52  5.53  -4.83
C  -0.34  3.73  -5.87
H  4.31  -2.09  -0.30
O  5.56  -4.53  2.30
F  -3.33  -0.77  2.93
H  1.04  0.77  2.96
H  -1.70  -1.42  1.23
F  -3.87  -1.28  9.05
F  8.82  -4.16  -2.63
O  -0.21  2.97  -4.68
F  -7.54  7.27  1.58
H  9.53  -5.68  -4.94
H  2.07  -5.83  0.24
C  -3.69  2.98  -4.54
F  8.21  -5.66  -6.75
F  -5.88  4.30  4.30
H  2.50  -1.87  0.02
F  -4.23  6.57  4.82
F  -4.55  -1.67  7.03
C  1.78  -4.73  0.52
H  0.45  5.60  -5.09
O  -2.24  -2.32  -0.71
F  9.57  -4.76  -8.16
H  1.26  -4.82  1.56
C  -3.94  -0.67  4.14
F  -4.71  3.47  -3.78
C  6.60  -3.54  0.19
C  0.01  -3.19  -0.05
C  -2.50  2.62  -3.65
F  -2.63  5.59  3.72
H  -3.87  1.75  6.54
H  -1.75  -4.42  -0.84
H  -1.44  -1.86  8.23
O  0.88  -4.26  -0.52
C  -2.25  -2.16  7.57


2.
A molecular structure, C43H43CoN3O2P2Si, computed with ωB97M-V/def2-TZVPD.

* highest occupied orbital energy (alpha / beta): -0.362 / -0.377 hartree
* total charge: +1
* spin multiplicity: 5
* LUMO (alpha / beta): -2.5 / -6.2 eV
* expectation value of S²: 6.05

Positions of all 95 atoms, in Å:
C  0.11  -3.04  3.50
C  1.54  -2.65  -4.92
H  -1.07  4.77  5.05
H  2.76  3.34  -1.20
H  -5.41  2.57  -1.02
C  -3.81  3.95  1.48
H  -0.42  -1.76  -4.93
N  3.53  1.31  -0.03
N  -0.13  -2.37  2.26
H  7.68  1.77  -1.84
H  -6.05  1.11  -0.26
H  0.67  4.80  1.14
H  3.92  -0.65  1.40
H  2.90  2.95  1.08
H  -1.77  4.38  -2.82
O  -0.63  -2.38  0.18
H  1.29  -1.42  4.24
H  -1.04  -4.77  2.98
C  2.80  -2.40  -2.89
N  -0.50  -3.05  1.25
C  0.28  4.25  1.99
H  2.67  -5.42  1.17
C  0.20  2.86  1.95
H  2.65  1.38  1.88
H  0.21  5.28  -4.00
C  2.95  -4.38  1.22
H  -4.61  4.58  1.88
H  1.77  -2.57  6.40
C  1.60  4.34  -2.67
C  7.03  1.89  -0.99
H  -0.24  -0.91  -2.62
C  1.16  -3.05  5.65
C  1.75  -1.68  -2.33
C  0.59  -1.45  -3.06
H  2.63  0.94  -1.88
H  3.70  -2.60  -2.31
C  -5.75  2.14  -0.08
C  3.64  -1.70  1.33
C  0.65  3.01  -0.89
H  4.27  -4.63  2.88
H  -1.50  2.91  -0.86
H  -1.22  2.31  4.98
C  4.84  1.68  0.03
H  0.85  -4.82  6.83
C  -0.42  -4.30  3.73
H  1.45  -3.04  -5.92
H  3.97  -0.15  -1.45
H  -6.63  2.70  0.25
C  -0.78  4.14  -2.47
C  -0.18  4.94  3.11
C  5.71  1.49  -1.08
C  2.74  -2.13  0.36
C  -0.71  4.23  4.18
C  -0.79  2.85  4.14
H  2.48  4.74  -3.17
H  1.68  -3.83  -0.42
C  3.10  0.37  -1.07
P  1.82  -0.96  -0.67
H  5.34  1.11  -2.01
O  0.14  -1.07  2.20
C  1.76  3.53  -1.56
Si  -4.38  2.20  1.19
H  4.90  -2.24  2.98
H  -2.98  3.96  2.20
C  -0.34  2.16  3.03
H  -0.13  6.02  3.13
H  -3.45  4.41  0.55
C  3.85  -3.93  2.17
H  4.73  2.39  2.09
C  0.33  4.64  -3.13
H  -5.18  0.38  2.65
C  -1.97  0.61  0.19
C  7.52  2.46  0.19
C  -2.94  1.25  0.57
C  5.36  2.27  1.22
H  -5.81  1.93  3.21
H  3.50  -3.46  -4.61
H  -0.45  1.08  2.98
C  0.64  -4.32  5.89
H  8.56  2.76  0.25
C  4.20  -2.59  2.23
H  -0.56  -5.92  5.11
H  7.06  3.07  2.20
P  0.76  1.89  0.53
C  2.69  -2.89  -4.18
H  -4.13  1.49  3.54
C  0.49  -1.93  -4.36
C  6.67  2.64  1.29
C  -0.14  -4.94  4.93
C  -0.63  3.33  -1.36
Co  -0.25  -0.33  0.40
C  0.90  -2.40  4.45
C  -4.93  1.43  2.80
C  2.59  1.92  0.92
C  2.40  -3.48  0.31


3.
A single C19H26N4O4S molecule in a non-equilibrium geometry, computed with ωB97M-V/def2-TZVPD.

* highest occupied orbital energy: -0.308 hartree
* spin multiplicity: 1
* SMILES string: Cc1ccc(C)c(NC(=O)CSc2nnc(CCNC(=O)OC(C)(C)C)o2)c1
* LUMO: 0.5 eV

Positions of all 54 atoms, in Å:
H  2.74  2.70  -1.90
H  -3.28  -2.96  -0.38
C  2.57  1.68  -2.26
H  -6.46  -0.72  -2.00
C  0.98  1.96  2.22
C  -5.87  0.67  0.31
H  5.91  -1.54  -2.38
C  6.13  -2.16  0.26
N  -0.82  -0.71  -1.12
C  5.21  -1.17  -0.39
C  3.49  0.70  -1.60
C  -0.59  -2.58  0.50
C  -3.93  1.45  -1.09
N  -3.07  -2.41  0.43
H  -4.43  2.34  -1.46
O  2.44  0.10  2.52
C  4.39  -0.05  -2.35
H  4.29  -0.57  1.45
C  -4.96  0.34  -0.87
H  -1.95  -2.17  2.13
H  -5.11  -0.12  -2.97
O  -3.10  -0.26  1.17
S  -0.11  2.48  0.85
C  -0.53  -1.18  0.05
H  0.38  1.49  3.00
C  -5.77  0.11  -2.14
H  -3.18  1.13  -1.81
H  4.41  0.09  -3.42
H  -6.40  1.59  0.12
O  -0.24  -0.19  0.93
N  2.58  1.26  0.55
N  -0.72  0.64  -1.05
H  2.74  1.68  -3.34
H  2.15  2.03  0.06
H  6.24  -3.05  -0.36
H  7.12  -1.72  0.39
C  -3.45  -1.10  0.38
H  -0.54  -3.23  -0.38
C  -0.40  0.91  0.17
H  1.42  2.88  2.61
H  0.23  -2.80  1.17
H  -5.28  0.79  1.22
H  -6.59  -0.13  0.46
C  3.48  0.50  -0.21
C  4.32  -0.43  0.38
H  -6.34  1.00  -2.38
H  -2.04  -3.84  1.52
O  -4.30  -0.93  -0.64
H  -3.42  1.69  -0.16
C  2.08  0.99  1.78
C  -1.93  -2.80  1.24
H  1.53  1.43  -2.09
H  5.76  -2.45  1.24
C  5.23  -0.97  -1.76


4.
2 unconnected molecules or ions with the total composition C2H9NS2 in a non-equilibrium geometry, computed with ωB97M-V/def2-TZVPD.

* highest occupied orbital energy: -0.331 hartree
* spin multiplicity: 1
* SMILES string: CCN.SS
* LUMO: -0.1 eV

Positions of all 14 atoms, in Å:
H  -3.81  -0.37  -3.67
H  -0.01  0.42  0.97
S  -4.33  -1.03  -2.64
N  1.88  1.35  1.13
H  2.67  -1.21  0.73
H  1.01  0.33  -0.50
S  -2.76  -0.02  -1.53
H  1.58  -1.27  1.99
H  1.45  2.26  1.07
C  1.01  0.28  0.60
H  -3.55  1.06  -1.46
H  2.23  1.13  2.05
H  1.05  -1.85  0.35
C  1.58  -1.09  0.91